[1]
{
  "formula": "C6H8F3N2",
  "method": "ωB97M-V/def2-TZVPD",
  "species": ["C", "C", "C", "C", "C", "C", "N", "N", "F", "F", "F", "H", "H", "H", "H", "H", "H", "H", "H"],
  "positions_angstrom": [[1.427, 0.985, -0.052], [0.003, 0.678, -0.119], [2.375, -1.103, -0.466], [-2.832, -0.069, -0.241], [3.763, 0.826, 0.090], [-1.663, -1.022, -0.060], [2.464, 0.195, -0.082], [-0.406, -0.510, -0.008], [1.660, 2.292, 0.087], [-0.614, 1.799, -0.325], [3.390, -1.806, -0.108], [-2.660, 0.574, 0.624], [-3.835, -0.547, -0.168], [-2.876, 0.501, -1.177], [3.887, 0.991, 1.133], [4.547, 0.301, -0.491], [3.652, 1.850, -0.389], [-1.788, -1.710, -0.922], [-1.714, -1.523, 0.918]],
  "atomic_forces_ev_per_a": [[-0.4, 1.6, 0.5], [0.6, -2.0, 0.0], [-2.0, -3.0, -1.6], [-0.5, 0.6, 0.9], [0.8, 2.3, -1.8], [-3.3, -1.2, -1.0], [1.0, 1.5, 0.6], [3.5, 2.1, -0.4], [-0.1, -2.2, -0.2], [-1.6, 1.1, -0.3], [0.3, 1.1, 0.4], [-1.0, 0.7, -0.2], [0.9, 0.0, 0.2], [0.5, -0.1, 0.3], [0.8, -0.2, 0.8], [-0.5, 0.1, 0.9], [0.6, -1.3, 0.6], [0.9, -0.5, 0.8], [-0.5, -0.6, -0.5]],
  "nbo_charge": [0.8029, 0.4741, 0.5868, -0.6395, -0.4560, -0.2813, -0.4605, -0.2594, -0.2234, -0.2645, -0.2567, 0.2059, 0.2489, 0.2292, 0.2516, 0.2677, 0.2519, 0.2683, 0.2539],
  "e_above_lowest_kcal_mol": 152.4,
  "homo_lumo_gap_ev": [7.36, 7.36],
  "total_charge": 1
}



[2]
{
  "formula": "C6H8FNO",
  "method": "ωB97M-V/def2-TZVPD",
  "species": ["C", "C", "C", "C", "O", "H", "H", "H", "H", "H", "H", "N", "C", "C", "F", "H", "H"],
  "positions_angstrom": [[1.236, -0.539, 1.385], [1.516, 0.516, 0.242], [2.767, 0.513, -0.559], [0.615, 1.325, -0.199], [-0.232, 2.027, -0.531], [2.037, -0.113, 2.100], [0.239, -0.289, 1.715], [1.454, -1.527, 0.962], [3.490, 1.222, -0.245], [3.181, -0.555, -0.246], [2.636, 0.723, -1.596], [-2.501, -1.411, -1.712], [-3.150, -0.925, -0.800], [-3.426, -0.320, 0.311], [-4.700, 0.010, 0.645], [-2.438, -0.721, -2.422], [-2.725, 0.065, 0.950]],
  "atomic_forces_ev_per_a": [[2.4, 3.4, -1.0], [-0.5, -0.9, 0.1], [1.2, -3.0, 1.7], [-0.3, -0.8, 1.1], [-1.3, 1.4, -0.8], [-1.4, -1.7, -0.3], [-0.2, -0.8, 0.5], [-0.3, 0.2, 0.6], [0.8, 0.7, 0.7], [-0.2, 2.0, -1.6], [-0.2, -0.6, -0.9], [-0.7, -1.3, 0.1], [1.2, 0.2, 0.6], [-2.6, -0.2, -0.8], [-0.1, -0.3, 0.2], [0.6, 0.8, -1.3], [1.7, 0.8, 1.3]],
  "nbo_charge": [-0.5888, -0.3401, -0.5932, 0.6907, -0.4732, 0.2230, 0.2205, 0.2240, 0.2074, 0.2098, 0.2196, -0.5499, 0.2966, 0.0276, -0.3304, 0.3648, 0.1914],
  "smiles": "CC(C)=C=O.N=C=CF",
  "e_above_lowest_kcal_mol": 72.6,
  "homo_lumo_gap_ev": 8.81,
  "total_charge": 0
}



[3]
{
  "formula": "C6H8HgIN7S",
  "method": "ωB97M-V/def2-TZVPD",
  "species": ["Hg", "C", "C", "N", "N", "C", "S", "N", "N", "H", "H", "H", "H", "H", "H", "I", "C", "H", "H", "N", "C", "N", "C", "N"],
  "positions_angstrom": [[0.673, -0.679, -2.892], [-1.150, 1.284, 0.906], [-0.050, 0.558, 1.534], [0.701, 1.011, 2.499], [1.607, 0.025, 2.817], [1.434, -1.067, 1.994], [2.525, -2.360, 1.717], [0.385, -0.679, 1.149], [0.155, -1.390, -0.023], [-1.130, 2.336, 1.283], [-2.072, 0.700, 0.997], [-1.130, 1.464, -0.176], [2.012, -0.031, 3.733], [0.839, -2.124, -0.032], [-0.773, -1.777, 0.003], [3.575, 1.102, -0.823], [2.313, 0.754, -2.600], [3.143, 0.501, -3.246], [1.993, 1.759, -2.842], [-1.663, 0.693, -2.662], [-2.573, 0.301, -2.017], [-3.652, 0.067, -1.366], [-3.602, -0.803, -0.401], [-3.561, -1.647, 0.448]],
  "atomic_forces_ev_per_a": [[-0.2, -0.1, 0.2], [-0.6, 1.4, -0.6], [1.6, 0.2, -0.4], [-0.8, 0.2, 1.0], [-1.4, -1.1, -1.9], [0.9, 0.6, -0.8], [-1.2, 0.7, 0.5], [1.7, -1.2, 1.6], [-0.7, 1.0, -0.4], [-0.6, -1.1, 0.3], [-0.1, 0.5, 0.6], [0.9, -0.6, -0.1], [0.2, 0.2, -0.1], [0.5, -0.5, 0.1], [-0.5, -0.3, 0.1], [-0.7, -0.2, -0.1], [1.1, 0.5, 0.5], [-0.2, -0.2, -0.5], [-0.3, 0.1, -0.1], [-0.9, -0.8, 0.8], [1.9, 1.4, -1.7], [-1.0, 0.0, 0.4], [0.3, -3.2, 2.6], [-0.1, 2.6, -2.2]],
  "nbo_charge": [0.6327, -0.6975, 0.3731, -0.2870, -0.3926, 0.2321, -0.3365, -0.2299, -0.6528, 0.2447, 0.2602, 0.2701, 0.4185, 0.4008, 0.3910, -0.0230, -1.0067, 0.1849, 0.1913, -0.6428, 0.4993, -0.7122, 0.4501, -0.5676],
  "spin_multiplicity": 2,
  "homo_lumo_gap_ev": [6.71, 7.33],
  "total_charge": -1
}



[4]
{
  "formula": "C6H8InLiO6",
  "method": "ωB97M-V/def2-TZVPD",
  "species": ["O", "C", "C", "O", "O", "C", "H", "H", "H", "H", "In", "O", "O", "C", "C", "O", "C", "H", "H", "H", "H", "Li"],
  "positions_angstrom": [[0.025, 0.468, 1.529], [0.027, 1.679, 0.871], [1.166, 0.378, 2.422], [-1.006, 2.141, 0.435], [1.014, 2.422, 1.311], [1.938, 1.656, 2.105], [1.737, -0.527, 2.191], [0.767, 0.342, 3.440], [2.826, 1.464, 1.491], [2.200, 2.237, 2.993], [-0.802, -1.211, 0.620], [0.892, -1.641, -0.194], [0.612, -0.889, -2.249], [-0.607, -1.645, -2.407], [-1.854, -0.849, -2.038], [-1.944, -0.486, -0.686], [1.335, -0.881, -1.111], [-0.654, -1.891, -3.475], [-0.557, -2.584, -1.837], [-2.739, -1.436, -2.338], [-1.880, 0.021, -2.720], [-2.499, 1.231, -0.352]],
  "atomic_forces_ev_per_a": [[0.7, 0.6, -0.4], [-1.5, 3.2, 3.3], [0.7, -0.3, 0.9], [0.8, -1.3, -1.3], [-0.1, -0.5, -1.1], [0.7, -0.1, -0.1], [-0.2, 0.2, 0.1], [0.1, 0.0, -0.2], [-0.1, 0.1, 0.3], [-0.1, -0.1, -0.3], [-2.5, -3.1, 4.0], [5.4, 1.1, -1.5], [3.1, 1.9, 1.7], [-1.1, -0.9, 0.0], [-0.1, -0.2, -1.9], [-1.7, 1.9, -1.7], [-4.5, -3.2, -2.4], [0.2, 0.1, 0.3], [0.2, 0.1, -0.2], [0.4, -0.1, 0.2], [0.1, 0.1, 0.5], [-0.3, 0.6, -0.1]],
  "lowdin_charge": [-0.1159, -0.5012, -0.0356, 0.1123, 0.1557, -0.0204, 0.1435, 0.1641, 0.1567, 0.1651, 1.1145, -0.0792, 0.0274, -0.1057, -0.2395, -0.4025, 0.0503, 0.1705, 0.1412, 0.1571, 0.1489, 0.7928],
  "e_above_lowest_kcal_mol": 0.0,
  "homo_lumo_gap_ev": [9.27, 5.49],
  "total_charge": 2
}



[5]
{
  "formula": "C6H8IrN2O12",
  "method": "ωB97M-V/def2-TZVPD",
  "species": ["Ir", "O", "C", "O", "C", "O", "C", "C", "O", "O", "H", "H", "H", "H", "H", "O", "C", "O", "C", "O", "O", "O", "N", "O", "O", "N", "H", "H", "H"],
  "positions_angstrom": [[0.389, -0.365, -0.648], [-3.201, 1.522, 1.078], [-2.150, 0.736, 0.935], [-1.681, 0.490, -0.163], [-1.610, 0.234, 2.239], [-0.541, -0.582, 1.906], [0.672, -0.417, 2.627], [1.516, 0.616, 1.923], [2.068, 1.492, 2.537], [1.671, 0.478, 0.593], [-3.480, 1.842, 0.206], [-2.377, -0.336, 2.773], [-1.355, 1.112, 2.842], [1.194, -1.372, 2.564], [0.519, -0.121, 3.663], [0.021, 3.411, -2.638], [0.139, 2.331, -2.178], [0.313, 1.723, -1.109], [-0.003, 0.952, -3.680], [-0.161, 1.503, -4.714], [0.160, -0.104, -3.101], [-0.634, -4.087, -0.379], [-0.399, -2.920, -0.464], [-1.140, -2.088, -1.029], [0.684, -2.392, 0.044], [2.123, -0.863, -1.375], [2.807, -0.410, -0.762], [2.212, -0.514, -2.328], [2.245, -1.872, -1.361]],
  "atomic_forces_ev_per_a": [[-0.1, 0.5, 2.1], [-0.1, -0.1, 0.1], [-0.3, 0.3, -0.5], [0.1, -0.3, 0.7], [0.1, 0.1, -0.1], [0.0, -0.8, 0.8], [-0.2, 0.0, -0.5], [0.4, 0.3, -0.7], [0.1, -0.1, -0.1], [-0.1, 0.4, 1.5], [0.0, 0.0, 0.0], [-0.1, 0.1, -0.1], [0.1, 0.0, 0.0], [-0.1, -0.1, 0.2], [-0.1, 0.0, 0.0], [0.1, 0.1, 0.4], [-0.1, -0.5, -0.4], [0.1, -0.2, -0.3], [0.1, -0.3, -0.3], [0.0, 0.0, 0.3], [-0.3, 0.0, -0.8], [0.2, -0.1, 0.2], [-0.5, 0.2, -0.2], [-0.4, -0.5, -0.8], [-0.6, 1.1, -0.3], [1.1, 0.1, -1.1], [0.1, -0.1, -0.1], [0.1, -0.1, 0.0], [0.1, 0.0, 0.0]],
  "nbo_charge": [1.4349, -0.6406, 0.8196, -0.6039, -0.1769, -0.5380, -0.1780, 0.7479, -0.5679, -0.7189, 0.5129, 0.2246, 0.2248, 0.2253, 0.2067, -0.4839, 0.7844, -0.6594, 0.8152, -0.5131, -0.6883, -0.3397, 0.7195, -0.4831, -0.5200, -0.8568, 0.4258, 0.4158, 0.4112],
  "spin_multiplicity": 2,
  "e_above_lowest_kcal_mol": 36.9,
  "homo_lumo_gap_ev": [7.87, 7.88],
  "total_charge": 0
}



[6]
{
  "formula": "C6H8IrN2O12",
  "method": "ωB97M-V/def2-TZVPD",
  "species": ["Ir", "O", "C", "O", "C", "O", "C", "C", "O", "O", "H", "H", "H", "H", "H", "O", "C", "O", "C", "O", "O", "O", "N", "O", "O", "N", "H", "H", "H"],
  "positions_angstrom": [[-0.745, -0.328, -0.350], [2.692, 2.210, -0.243], [1.465, 1.844, 0.060], [1.077, 0.710, -0.168], [0.661, 2.889, 0.792], [-0.651, 2.457, 0.869], [-1.130, 2.006, 2.128], [-0.868, 0.545, 2.501], [-0.651, 0.323, 3.672], [-0.956, -0.440, 1.622], [3.135, 1.462, -0.681], [0.715, 3.838, 0.253], [1.146, 3.025, 1.767], [-2.208, 2.168, 2.092], [-0.714, 2.606, 2.938], [-0.986, 1.359, -4.070], [-0.995, 0.784, -3.047], [-0.527, -0.165, -2.412], [-2.172, 1.764, -1.794], [-2.746, 2.669, -2.271], [-2.150, 1.082, -0.740], [1.452, -3.782, -0.431], [1.005, -2.667, -0.555], [-0.140, -2.368, 0.049], [1.497, -1.751, -1.190], [-2.411, -1.475, -0.401], [-2.610, -1.885, -1.309], [-3.219, -0.931, -0.106], [-2.265, -2.236, 0.261]],
  "atomic_forces_ev_per_a": [[-0.9, -2.2, 1.0], [0.0, 0.0, -0.1], [0.1, -0.2, 0.4], [0.2, 0.3, -0.5], [0.1, -0.3, -0.1], [-0.3, 0.4, 0.0], [0.1, 0.1, -0.2], [0.2, -0.6, 0.0], [-0.1, 0.0, 0.0], [-0.1, 0.7, 0.4], [0.0, 0.0, 0.0], [0.0, 0.0, 0.0], [0.0, 0.0, 0.0], [0.0, -0.1, 0.1], [0.0, 0.0, 0.0], [0.0, -0.2, -0.3], [0.2, 0.4, 0.3], [-0.1, -0.2, -0.5], [-0.2, -0.6, 0.3], [0.1, 0.2, 0.0], [0.0, 1.3, -0.3], [-0.2, 0.1, 0.0], [-0.2, 0.2, 0.2], [0.9, 1.0, -0.3], [0.8, -0.3, -0.4], [-0.4, 0.0, -0.1], [0.0, 0.0, 0.0], [0.0, 0.0, 0.0], [0.0, 0.0, 0.0]],
  "nbo_charge": [1.4058, -0.6322, 0.8219, -0.5955, -0.1743, -0.5301, -0.1820, 0.7378, -0.5939, -0.7079, 0.5181, 0.2282, 0.2240, 0.2196, 0.2041, -0.4588, 0.8022, -0.6132, 0.7779, -0.4616, -0.6487, -0.3916, 0.7254, -0.5732, -0.4627, -0.8828, 0.4039, 0.4055, 0.4340],
  "spin_multiplicity": 2,
  "e_above_lowest_kcal_mol": 18.3,
  "homo_lumo_gap_ev": [9.07, 7.07],
  "total_charge": 0
}



Copy entry 5 word for word.
{
  "formula": "C6H8IrN2O12",
  "method": "ωB97M-V/def2-TZVPD",
  "species": ["Ir", "O", "C", "O", "C", "O", "C", "C", "O", "O", "H", "H", "H", "H", "H", "O", "C", "O", "C", "O", "O", "O", "N", "O", "O", "N", "H", "H", "H"],
  "positions_angstrom": [[0.389, -0.365, -0.648], [-3.201, 1.522, 1.078], [-2.150, 0.736, 0.935], [-1.681, 0.490, -0.163], [-1.610, 0.234, 2.239], [-0.541, -0.582, 1.906], [0.672, -0.417, 2.627], [1.516, 0.616, 1.923], [2.068, 1.492, 2.537], [1.671, 0.478, 0.593], [-3.480, 1.842, 0.206], [-2.377, -0.336, 2.773], [-1.355, 1.112, 2.842], [1.194, -1.372, 2.564], [0.519, -0.121, 3.663], [0.021, 3.411, -2.638], [0.139, 2.331, -2.178], [0.313, 1.723, -1.109], [-0.003, 0.952, -3.680], [-0.161, 1.503, -4.714], [0.160, -0.104, -3.101], [-0.634, -4.087, -0.379], [-0.399, -2.920, -0.464], [-1.140, -2.088, -1.029], [0.684, -2.392, 0.044], [2.123, -0.863, -1.375], [2.807, -0.410, -0.762], [2.212, -0.514, -2.328], [2.245, -1.872, -1.361]],
  "atomic_forces_ev_per_a": [[-0.1, 0.5, 2.1], [-0.1, -0.1, 0.1], [-0.3, 0.3, -0.5], [0.1, -0.3, 0.7], [0.1, 0.1, -0.1], [0.0, -0.8, 0.8], [-0.2, 0.0, -0.5], [0.4, 0.3, -0.7], [0.1, -0.1, -0.1], [-0.1, 0.4, 1.5], [0.0, 0.0, 0.0], [-0.1, 0.1, -0.1], [0.1, 0.0, 0.0], [-0.1, -0.1, 0.2], [-0.1, 0.0, 0.0], [0.1, 0.1, 0.4], [-0.1, -0.5, -0.4], [0.1, -0.2, -0.3], [0.1, -0.3, -0.3], [0.0, 0.0, 0.3], [-0.3, 0.0, -0.8], [0.2, -0.1, 0.2], [-0.5, 0.2, -0.2], [-0.4, -0.5, -0.8], [-0.6, 1.1, -0.3], [1.1, 0.1, -1.1], [0.1, -0.1, -0.1], [0.1, -0.1, 0.0], [0.1, 0.0, 0.0]],
  "nbo_charge": [1.4349, -0.6406, 0.8196, -0.6039, -0.1769, -0.5380, -0.1780, 0.7479, -0.5679, -0.7189, 0.5129, 0.2246, 0.2248, 0.2253, 0.2067, -0.4839, 0.7844, -0.6594, 0.8152, -0.5131, -0.6883, -0.3397, 0.7195, -0.4831, -0.5200, -0.8568, 0.4258, 0.4158, 0.4112],
  "spin_multiplicity": 2,
  "e_above_lowest_kcal_mol": 36.9,
  "homo_lumo_gap_ev": [7.87, 7.88],
  "total_charge": 0
}